# 1
ORCA calculation (the ωB97M-V functional and the def2-TZVPD basis) on 6 unconnected molecules or ions with the total composition C12H24Br4O8 in a non-equilibrium geometry.

Structure (XYZ):
```
48
Properties=species:S:1:pos:R:3
Br 0.153 0.053 -2.604
C 0.901 1.886 -2.794
C 1.044 2.271 -4.319
Br 1.464 4.199 -4.671
H 1.813 1.982 -2.204
H 0.153 2.564 -2.382
H 0.141 1.947 -4.836
H 1.874 1.706 -4.743
Br -0.277 -5.419 -1.989
C -0.638 -3.743 -2.916
C -2.198 -3.496 -2.944
Br -2.305 -1.985 -4.208
H -0.201 -3.989 -3.884
H -0.204 -2.962 -2.292
H -2.617 -3.055 -2.040
H -2.758 -4.362 -3.299
C -1.163 1.103 2.398
C -1.674 1.817 3.637
C -0.600 2.541 4.485
O -1.239 3.827 4.633
C -2.359 3.951 3.921
O -3.132 4.916 3.908
O -2.484 2.896 3.188
H -0.512 1.679 1.740
H -1.982 0.669 1.825
H -0.714 0.167 2.729
H -2.350 1.167 4.192
H 0.317 2.510 3.898
H -0.425 2.132 5.480
C 2.619 1.025 0.372
C 3.204 -0.394 0.633
C 2.270 -1.364 1.364
O 2.083 -2.376 0.417
C 2.728 -2.129 -0.771
O 2.752 -2.852 -1.756
O 3.457 -0.992 -0.633
H 3.192 1.601 -0.354
H 2.423 1.640 1.250
H 1.698 0.969 -0.208
H 4.170 -0.274 1.124
H 1.293 -0.906 1.514
H 2.803 -1.831 2.192
O -3.540 -1.760 0.980
H -4.266 -1.629 0.369
H -2.767 -1.459 0.502
O -0.991 -1.344 -0.033
H -0.471 -2.139 -0.150
H -0.686 -0.754 -0.722
```

Properties
Strongest force on any atom, eV Å⁻¹: 3.73
Molecular weight, g/mol: 615.93
E_tot, eV: -309382.9274
Kohn-Sham gap, eV: 10.22
Structure (SMILES): C[C@H]1COC(=O)O1.C[C@H]1COC(=O)O1.BrCCBr.BrCCBr.O.O

=====

# 2
ORCA calculation (the ωB97M-V functional and the def2-TZVPD basis) on a gas-phase ion, C12H24BrN4 (charge +1).

Structure (XYZ):
```
41
Properties=species:S:1:pos:R:3
C -0.378 3.165 1.165
C -1.300 2.112 1.779
C -2.711 2.042 1.203
C -2.809 2.108 -0.322
C -1.935 1.077 -1.053
C -2.630 -0.286 -1.263
C -2.113 -1.422 -0.386
C -0.593 -1.502 -0.251
C 0.177 -1.345 -1.574
C 1.499 -0.572 -1.423
C 2.510 -1.206 -0.566
N 3.719 -0.700 -0.288
C 4.337 -1.552 0.517
N 5.583 -1.464 1.049
N 3.509 -2.616 0.754
Br 3.766 -4.100 1.800
N 2.378 -2.388 0.063
H 0.649 2.921 1.430
H -0.419 3.196 0.083
H -0.589 4.152 1.562
H -0.822 1.137 1.663
H -1.371 2.276 2.850
H -3.225 1.141 1.538
H -3.299 2.868 1.602
H -3.834 2.005 -0.663
H -2.477 3.094 -0.640
H -1.732 1.496 -2.037
H -0.972 0.981 -0.563
H -3.682 -0.156 -1.025
H -2.605 -0.561 -2.312
H -2.526 -1.353 0.617
H -2.463 -2.375 -0.777
H -0.372 -2.487 0.165
H -0.202 -0.786 0.471
H -0.392 -0.786 -2.307
H 0.382 -2.311 -2.036
H 1.939 -0.324 -2.383
H 1.257 0.382 -0.951
H 6.348 -1.947 0.618
H 5.778 -0.860 1.825
H 1.618 -3.054 0.070
```

Properties
Strongest force on any atom, eV Å⁻¹: 0.94
Net charge: +1
Molecular weight, g/mol: 304.26
E_tot, eV: -88828.7173
Kohn-Sham gap, eV: 8.69
Structure (SMILES): CCCCCCCCCCc1nc(N)n(Br)[nH+]1

=====

Which value of E_tot does entry 2 give?
-88828.7173 eV